10 unconnected molecules or ions with the total composition C30H80O10. Source: the OMol25 dataset; level of theory: ωB97M-V with the def2-TZVPD basis set.

Summary:
HOMO level = -10.0 eV
Relative energy (zero: lowest compared OMol25 entry of this formula, charge and spin) = 125.57 kcal/mol
LUMO energy = 0.1 eV
Structure (SMILES) = CC(C)O.CC(C)O.CC(C)O.CC(C)O.CC(C)O.CC(C)O.CC(C)O.CC(C)O.CC(C)O.CC(C)O

Cartesian coordinates (Å):
C -22.56333 20.01202 -19.27361
C -21.04205 20.17019 -19.60670
C -20.33506 20.34693 -18.26540
O -20.50895 19.04857 -20.33834
H -22.65943 19.10360 -18.67895
H -23.00318 20.07615 -20.26887
H -23.01740 20.84899 -18.74313
H -20.82797 21.02549 -20.24758
H -19.24841 20.35204 -18.35073
H -20.60933 19.46372 -17.68850
H -20.72826 21.21138 -17.73041
H -21.07104 18.28529 -20.18650
C -21.26362 18.67497 -11.91778
C -20.42414 19.25421 -10.69290
C -21.30183 19.73035 -9.53403
O -19.65067 18.23596 -10.12059
H -21.90776 19.38284 -12.43942
H -21.87469 17.84019 -11.57450
H -20.64374 18.19201 -12.67315
H -19.76530 20.08073 -10.95916
H -21.96323 20.56667 -9.76032
H -20.69692 19.82555 -8.63231
H -21.94914 18.88095 -9.31582
H -19.10906 17.80671 -10.78693
C -23.51171 12.68836 -19.11534
C -23.36013 14.11710 -18.63204
C -22.37606 14.22951 -17.38570
O -22.90151 14.80740 -19.77978
H -24.15688 12.15829 -18.41471
H -22.60217 12.08765 -19.11525
H -23.97897 12.61366 -20.09727
H -24.33700 14.57880 -18.48835
H -21.33866 14.10514 -17.69624
H -22.61829 13.54302 -16.57443
H -22.45207 15.24377 -16.99380
H -23.39919 14.49460 -20.53877
C -17.90168 12.54212 -23.52400
C -19.16496 12.21207 -24.28756
C -19.90053 11.04398 -23.68626
O -19.99520 13.36184 -24.52054
H -17.30469 13.21069 -24.14427
H -17.25660 11.66682 -23.44771
H -18.25720 12.96009 -22.58219
H -18.89303 11.95269 -25.31073
H -19.17781 10.26237 -23.45202
H -20.61945 10.64806 -24.40356
H -20.37216 11.49001 -22.81064
H -20.13507 13.83783 -23.69868
C -27.53964 16.90682 -24.94177
C -26.73938 16.72362 -23.63648
C -27.78562 16.49117 -22.54759
O -25.89734 15.61712 -23.82641
H -28.28909 17.68808 -24.81503
H -27.97472 15.93529 -25.17613
H -26.90392 17.19743 -25.77814
H -26.18798 17.65335 -23.49629
H -28.38856 17.31677 -22.16950
H -27.22764 16.09257 -21.70030
H -28.38504 15.62807 -22.83716
H -25.41001 15.81159 -24.63033
C -16.35962 25.31430 -19.56152
C -15.72010 26.67531 -19.80750
C -14.18784 26.56688 -20.06828
O -16.22108 27.31022 -20.96177
H -16.15967 24.91806 -18.56597
H -16.16094 24.44430 -20.18741
H -17.41357 25.52207 -19.74622
H -15.76422 27.35089 -18.95325
H -13.65385 26.15538 -19.21177
H -13.73125 27.49797 -20.40401
H -13.95660 25.86529 -20.86977
H -15.98823 26.72018 -21.68234
C -24.06742 26.97054 -15.20880
C -23.19983 27.71719 -16.27757
C -22.09979 26.85457 -16.70019
O -24.07307 27.96931 -17.34223
H -24.42906 27.82781 -14.64098
H -23.52034 26.28642 -14.56013
H -24.87926 26.39776 -15.65705
H -22.78497 28.66037 -15.92204
H -21.57161 26.42466 -15.84913
H -21.39134 27.35546 -17.35996
H -22.44190 26.01815 -17.30966
H -24.15625 27.16369 -17.85765
C -14.24328 20.12515 -23.85420
C -15.35128 19.17980 -23.31012
C -14.83906 18.87135 -21.87157
O -16.55008 19.99725 -23.23597
H -13.59259 19.43816 -24.39525
H -13.57282 20.53853 -23.10075
H -14.66298 20.88975 -24.50792
H -15.47344 18.19375 -23.75832
H -14.00809 18.16767 -21.82216
H -15.65539 18.38632 -21.33635
H -14.54540 19.79318 -21.36948
H -17.25876 19.43611 -22.91270
C -14.92475 17.56935 -15.11302
C -16.12680 16.71137 -15.01127
C -16.02483 15.48885 -15.86349
O -16.33056 16.41296 -13.71814
H -13.95020 17.17562 -14.82438
H -15.14290 18.55712 -14.70704
H -14.76508 17.89339 -16.14142
H -16.90773 17.38294 -15.36798
H -15.78093 15.65719 -16.91243
H -16.69618 14.67115 -15.60127
H -15.08777 15.02872 -15.54995
H -15.46279 16.28249 -13.32885
C -30.04961 21.62395 -17.15850
C -30.30636 20.14933 -16.91041
C -29.06764 19.37380 -16.50003
O -31.21827 20.05280 -15.77505
H -30.96707 22.21241 -17.14880
H -29.71546 21.87067 -18.16625
H -29.28895 21.95876 -16.45324
H -30.76539 19.81248 -17.83988
H -28.36047 19.42224 -17.32808
H -29.29090 18.31630 -16.35877
H -28.66874 19.78662 -15.57345
H -31.42562 19.11549 -15.78303


10 unconnected molecules or ions with the total composition C30H80O10. Source: the OMol25 dataset; level of theory: ωB97M-V with the def2-TZVPD basis set.

Summary:
HOMO level = -9.6 eV
Relative energy (zero: lowest compared OMol25 entry of this formula, charge and spin) = 385.55 kcal/mol
LUMO energy = 0.1 eV
Structure (SMILES) = CC(C)O.CC(C)O.CC(C)O.CC(C)O.CC(C)O.CC(C)O.CC(C)O.CC(C)O.CC(C)O.CC(C)O

Cartesian coordinates (Å):
C -33.06885 -33.41066 -31.84847
C -32.79522 -33.16419 -33.30397
C -33.03919 -34.28694 -34.30114
O -33.38608 -32.00447 -33.75890
H -32.63520 -34.31279 -31.40232
H -34.20036 -33.60966 -31.63706
H -32.70390 -32.70856 -31.14953
H -31.72130 -32.72920 -33.37359
H -34.13640 -34.42632 -34.56587
H -32.83592 -35.35546 -33.82775
H -32.45433 -33.90242 -35.31687
H -33.00196 -31.58895 -34.54988
C -32.48453 -44.49491 -33.04807
C -32.48700 -43.15227 -33.61353
C -33.49758 -42.90581 -34.65423
O -32.65955 -42.06734 -32.64300
H -31.59057 -44.65013 -32.33873
H -32.31946 -45.36788 -33.65338
H -33.36047 -44.56438 -32.56153
H -31.50378 -43.09901 -34.14507
H -33.44238 -43.78329 -35.41163
H -33.57130 -41.88374 -35.31492
H -34.42730 -43.10479 -34.20431
H -32.05586 -41.33935 -32.49819
C -30.44980 -39.21792 -34.41834
C -30.34820 -38.83504 -32.83875
C -31.24562 -37.53801 -32.61423
O -30.98365 -39.94104 -32.14540
H -29.59239 -39.95227 -34.66676
H -30.11459 -38.32106 -34.90830
H -31.42713 -39.20454 -34.80107
H -29.30637 -38.83317 -32.60404
H -32.20413 -37.81022 -32.61841
H -31.18556 -36.62216 -33.36782
H -30.91908 -37.08759 -31.74192
H -30.97348 -39.80295 -31.23158
C -26.60320 -36.16776 -28.84125
C -27.08274 -35.94390 -30.12388
C -27.44824 -37.26980 -30.85606
O -28.23774 -35.24037 -30.09714
H -27.36025 -36.52424 -28.22959
H -26.07759 -35.25700 -28.59932
H -25.77774 -36.96462 -28.83434
H -26.37803 -35.60786 -30.88519
H -27.54283 -37.13959 -32.01539
H -28.34520 -37.60234 -30.39602
H -26.69611 -38.10290 -31.00073
H -27.96876 -34.22305 -30.17029
C -30.96587 -41.28226 -29.42673
C -30.82047 -40.01061 -28.47618
C -29.43713 -40.06463 -27.79148
O -30.78885 -38.94988 -29.54069
H -29.91378 -41.42757 -29.95985
H -31.67631 -41.23697 -30.26512
H -31.17023 -42.15568 -28.74322
H -31.70920 -39.89339 -27.95805
H -29.33520 -40.78210 -27.16769
H -29.15026 -39.06446 -27.20286
H -28.56392 -40.28009 -28.37421
H -30.35723 -38.24159 -29.25609
C -27.49087 -43.34953 -31.03801
C -27.93029 -42.65280 -32.37248
C -26.77721 -42.07673 -33.14691
O -28.29146 -43.67000 -33.25733
H -28.48740 -43.76083 -30.69017
H -27.19235 -42.53426 -30.24409
H -26.64911 -44.11116 -31.06749
H -29.00129 -42.13616 -32.13799
H -27.32596 -41.88506 -34.28936
H -26.00532 -42.75647 -33.44366
H -26.32424 -41.14644 -32.70264
H -28.64154 -43.14978 -34.04086
C -31.16036 -41.57208 -35.94445
C -32.14557 -41.37027 -37.06054
C -32.12867 -40.00352 -37.60166
O -31.90806 -42.36400 -38.11830
H -31.15272 -42.65498 -35.68893
H -31.30113 -41.06615 -35.10152
H -30.03678 -41.42373 -36.19164
H -33.05230 -41.70449 -36.69015
H -32.71887 -39.85940 -38.57185
H -31.10193 -39.72360 -37.89225
H -32.38721 -39.23187 -36.93629
H -32.60222 -42.82350 -38.50654
C -25.02793 -37.16975 -36.49734
C -26.22490 -36.46937 -35.96420
C -27.18127 -37.16334 -35.02122
O -25.60770 -35.37491 -35.23769
H -25.58213 -37.98093 -36.92088
H -24.63880 -37.55422 -35.60870
H -24.66784 -36.44003 -37.18414
H -26.72655 -35.96199 -36.82920
H -26.86408 -37.17621 -33.94429
H -27.19011 -38.12592 -35.27618
H -28.21499 -36.81403 -34.91160
H -26.26910 -34.75067 -35.00573
C -34.16865 -38.70920 -35.21142
C -35.46107 -38.72602 -34.41167
C -36.30021 -37.45577 -34.63870
O -36.36060 -39.78325 -34.70711
H -33.52056 -39.65005 -34.97496
H -33.53969 -37.92965 -35.22190
H -34.23728 -38.76861 -36.33652
H -35.14367 -38.68187 -33.35263
H -37.31280 -37.41876 -34.06281
H -36.45499 -37.37320 -35.72099
H -35.87774 -36.45882 -34.53835
H -37.17485 -39.79784 -34.19749
C -31.10817 -36.44200 -36.01702
C -31.86504 -35.43170 -36.73905
C -31.79337 -35.73113 -38.28263
O -33.20169 -35.42498 -36.35476
H -29.98382 -36.06520 -35.83284
H -31.14962 -37.26682 -36.51998
H -31.38611 -36.46198 -35.14927
H -31.44637 -34.46340 -36.74696
H -30.78583 -36.11922 -38.53486
H -31.87777 -34.89318 -38.86820
H -32.24549 -36.70769 -38.62822
H -33.50645 -34.56547 -36.42533


Look up the HOMO level of the second one. -9.6 eV


Which of these has the lowest HOMO level? number 1